Entry 1:
Below is a single C9H14N3OP molecule in a non-equilibrium geometry, with properties calculated with the ωB97M-V functional and the def2-TZVPD basis.

The total energy comes out at -932.27836 a.u. Its HOMO-LUMO gap is 8.84 eV. As for the LUMO energy: 0.842 eV. Its structure (SMILES) is CN(C)[P@]1(=O)NCc2ccccc2N1. The calculation puts the maximum force at 3.73 eV Å⁻¹.

CARTESIAN COORDINATES (ANGSTROEM)
C 3.363 -1.041 0.740
N 2.656 -0.036 -0.029
C 2.795 1.310 0.477
P 1.279 -0.577 -0.782
O 1.498 -1.741 -1.631
N 0.568 0.746 -1.482
C -0.388 1.470 -0.636
C -1.573 0.620 -0.285
C -2.871 1.003 -0.578
C -3.940 0.189 -0.249
C -3.705 -1.036 0.355
C -2.415 -1.444 0.632
C -1.330 -0.618 0.330
N -0.040 -0.954 0.682
H 2.990 -1.108 1.768
H 3.233 -2.003 0.248
H 4.426 -0.795 0.767
H 2.350 1.438 1.470
H 3.860 1.542 0.545
H 2.338 2.001 -0.226
H 0.159 0.465 -2.368
H -0.691 2.381 -1.157
H 0.139 1.744 0.282
H -3.041 1.955 -1.062
H -4.950 0.503 -0.464
H -4.537 -1.680 0.604
H -2.233 -2.406 1.091
H 0.060 -1.924 0.958

Entry 2:
Below is 2 unconnected molecules or ions with the total composition C4H12N3O, with properties calculated with the ωB97M-V functional and the def2-TZVPD basis.

The total energy comes out at -398.89902 a.u. Its HOMO-LUMO gap is 10.81 eV. The net charge is +1. As for the LUMO energy: -3.233 eV. The calculation puts the maximum force at 0.65 eV Å⁻¹.

CARTESIAN COORDINATES (ANGSTROEM)
C -0.673 -1.532 1.387
C -1.117 -1.422 -0.030
C -2.296 -1.628 -0.566
N -0.024 -0.978 -0.946
H -1.518 -1.592 2.068
H -0.056 -2.422 1.530
H -0.075 -0.661 1.666
H -2.448 -1.519 -1.629
H -3.131 -1.914 0.050
H 0.895 -1.359 -0.700
H 0.040 0.080 -0.968
H -0.256 -1.280 -1.898
N 1.761 2.191 1.077
C 1.782 1.905 -0.265
N 0.493 1.855 -0.864
O 2.774 1.699 -0.904
H 0.910 2.039 1.595
H 2.606 1.983 1.586
H 0.528 2.155 -1.833
H -0.196 2.399 -0.356

Entry 3:
Below is 11 unconnected molecules or ions with the total composition C38H106N8O14 in a non-equilibrium geometry, with properties calculated with the ωB97M-V functional and the def2-TZVPD basis.

The total energy comes out at -3002.46008 a.u. Its HOMO-LUMO gap is 9.22 eV. As for the LUMO energy: 0.185 eV. Its structure (SMILES) is COC[C@H](C)N.COC[C@H](C)N.COC[C@H](C)N.COC[C@H](C)N.COC[C@H](C)N.COC[C@H](C)N.COC[C@H](C)N.COC[C@H](C)N.OCCO.OCCO.OCCO. The calculation puts the maximum force at 3.58 eV Å⁻¹.

CARTESIAN COORDINATES (ANGSTROEM)
C -2.021 -2.973 -2.682
O -1.140 -2.104 -3.443
C -1.366 -1.956 -4.868
C -0.432 -0.932 -5.453
C -0.511 -0.640 -6.969
N 0.933 -1.373 -5.223
H -2.932 -2.485 -2.334
H -1.494 -3.467 -1.867
H -2.311 -3.709 -3.431
H -1.290 -2.914 -5.384
H -2.367 -1.524 -4.895
H -0.628 0.013 -4.945
H 0.049 0.188 -7.402
H -1.507 -0.371 -7.319
H -0.268 -1.494 -7.601
H 0.827 -1.896 -4.365
H 1.543 -0.579 -5.091
C 0.175 -6.771 -4.209
O 1.262 -6.225 -3.415
C 1.943 -5.162 -4.119
C 3.123 -4.565 -3.344
C 2.615 -3.507 -2.235
N 4.031 -3.853 -4.255
H 0.406 -6.887 -5.268
H -0.582 -5.988 -4.169
H -0.128 -7.721 -3.770
H 2.195 -5.557 -5.103
H 1.388 -4.257 -4.367
H 3.614 -5.411 -2.863
H 2.036 -4.074 -1.506
H 1.914 -2.796 -2.672
H 3.447 -2.979 -1.768
H 3.500 -3.432 -5.004
H 4.439 -3.061 -3.778
C -3.944 0.486 0.539
O -3.858 0.672 -0.853
C -4.860 -0.096 -1.593
C -4.818 0.420 -3.039
C -4.914 2.014 -3.235
N -5.760 -0.303 -3.897
H -3.738 -0.501 0.953
H -4.863 0.923 0.931
H -3.157 1.054 1.034
H -4.697 -1.173 -1.552
H -5.802 0.185 -1.123
H -3.782 0.187 -3.286
H -4.551 2.313 -4.219
H -4.257 2.530 -2.535
H -5.893 2.472 -3.100
H -5.512 -0.111 -4.857
H -5.637 -1.294 -3.745
C -1.418 -2.660 2.112
O -2.331 -2.753 3.187
C -2.168 -1.770 4.146
C -3.255 -1.698 5.230
C -4.723 -1.741 4.649
N -3.124 -0.710 6.254
H -1.491 -3.534 1.464
H -0.389 -2.663 2.471
H -1.571 -1.825 1.429
H -1.226 -1.878 4.683
H -2.091 -0.862 3.548
H -3.171 -2.607 5.825
H -5.426 -1.312 5.363
H -4.860 -2.778 4.343
H -4.815 -1.239 3.687
H -3.961 -0.572 6.802
H -3.075 0.110 5.667
C 0.829 0.161 2.539
O 0.477 -0.397 1.293
C -0.197 0.581 0.481
C -0.312 -0.114 -0.935
C 1.124 -0.286 -1.498
N -1.092 0.668 -1.801
H 1.391 -0.578 3.111
H 0.042 0.538 3.192
H 1.551 0.965 2.403
H -1.177 0.770 0.919
H 0.380 1.487 0.297
H -0.830 -1.063 -0.801
H 1.670 0.624 -1.251
H 1.133 -0.209 -2.586
H 1.604 -1.205 -1.161
H -1.958 0.607 -1.284
H -1.233 0.039 -2.579
C 6.594 0.682 3.229
O 6.308 0.994 1.898
C 5.016 1.672 1.765
C 4.704 1.963 0.288
C 4.455 0.717 -0.559
N 5.869 2.592 -0.329
H 5.916 -0.126 3.502
H 6.456 1.455 3.986
H 7.608 0.285 3.279
H 4.311 0.973 2.213
H 4.991 2.578 2.370
H 3.861 2.646 0.183
H 4.417 0.888 -1.635
H 3.638 0.091 -0.199
H 5.300 0.030 -0.582
H 6.033 3.490 0.102
H 6.713 2.115 -0.043
C 4.013 -2.013 1.474
O 3.873 -3.265 2.038
C 2.804 -3.415 3.006
C 2.618 -4.918 3.375
C 2.170 -5.675 2.092
N 1.716 -5.282 4.476
H 3.055 -1.584 1.180
H 4.812 -1.866 0.747
H 4.288 -1.257 2.209
H 3.010 -2.797 3.880
H 1.899 -2.934 2.636
H 3.637 -5.181 3.657
H 2.959 -5.598 1.343
H 1.238 -5.237 1.734
H 1.947 -6.740 2.142
H 1.703 -6.285 4.357
H 0.754 -5.080 4.244
C -2.783 3.732 -0.030
O -3.263 4.802 -0.874
C -2.456 5.134 -2.043
C -3.001 6.365 -2.802
C -2.111 6.661 -4.024
N -3.152 7.556 -1.918
H -3.399 3.546 0.850
H -1.710 3.790 0.153
H -2.874 2.839 -0.649
H -1.466 5.428 -1.696
H -2.457 4.288 -2.730
H -4.010 6.171 -3.164
H -1.138 7.065 -3.745
H -2.528 7.422 -4.684
H -1.945 5.781 -4.645
H -2.324 7.448 -1.349
H -3.833 7.320 -1.211
O -1.039 4.027 2.970
C -1.656 2.926 3.430
C -3.187 3.183 3.697
O -3.696 2.049 4.442
H -0.308 4.279 3.540
H -1.526 2.147 2.679
H -1.140 2.529 4.305
H -3.750 3.310 2.772
H -3.343 4.163 4.148
H -4.652 2.056 4.352
O 0.912 0.739 5.900
C 2.271 0.481 6.056
C 2.734 0.846 7.477
O 2.506 2.242 7.763
H 0.524 0.917 6.760
H 2.392 -0.602 6.089
H 2.851 0.916 5.242
H 3.793 0.591 7.486
H 2.135 0.257 8.172
H 1.602 2.417 8.033
O -0.071 3.041 -3.051
C 0.849 3.750 -2.246
C 1.761 4.659 -3.093
O 2.836 3.920 -3.557
H -0.501 2.359 -2.530
H 0.409 4.311 -1.422
H 1.469 3.036 -1.703
H 1.975 5.552 -2.506
H 1.248 4.922 -4.019
H 3.637 4.302 -3.190

Entry 4:
Below is a gas-phase ion, CHO3PS2 (charge -2) in a non-equilibrium geometry, with properties calculated with the ωB97M-V functional and the def2-TZVPD basis.

The total energy comes out at -1402.19277 a.u. Its HOMO-LUMO gap is 6.22 eV. The net charge is -2. As for the LUMO energy: 5.942 eV. Its structure (SMILES) is [O-]C(=S)[P@@]([O-])(O)=S. The calculation puts the maximum force at 7.41 eV Å⁻¹.

CARTESIAN COORDINATES (ANGSTROEM)
O 0.371 1.844 -0.038
C 0.915 0.746 -0.327
S 2.479 0.637 -0.853
P -0.198 -0.696 0.033
O 0.218 -0.959 1.831
O -1.704 -0.066 0.007
S -0.382 -2.388 -1.044
H -1.699 0.882 0.392

Entry 5:
Below is a single C4H8BN molecule in a non-equilibrium geometry, with properties calculated with the ωB97M-V functional and the def2-TZVPD basis.

The total energy comes out at -236.77200 a.u. Its HOMO-LUMO gap is 11.16 eV. As for the LUMO energy: 0.130 eV. Its structure (SMILES) is CB[C@@H](C)C#N. The calculation puts the maximum force at 3.93 eV Å⁻¹.

CARTESIAN COORDINATES (ANGSTROEM)
C -1.706 -0.931 -0.053
B -0.562 -0.169 -0.997
C 0.596 0.680 -0.341
C 0.752 0.738 1.193
C 1.807 0.099 -0.839
N 2.763 -0.490 -1.169
H -1.308 -1.005 0.964
H -1.912 -1.952 -0.505
H -2.682 -0.559 0.029
H -0.535 -0.320 -2.142
H 0.664 1.721 -0.685
H 0.755 -0.309 1.590
H 1.593 1.304 1.555
H -0.226 1.193 1.401

Entry 6:
Below is a molecular structure, C34H42N4P2Pt in a non-equilibrium geometry, with properties calculated with the ωB97M-V functional and the def2-TZVPD basis.

The total energy comes out at -2341.50463 a.u. Its HOMO-LUMO gap (spin up / spin down) is 5.81 / 6.14 eV. As for the spin multiplicity: 3. As for the LUMO energy (spin up / spin down): -0.623 / -1.977 eV. The calculation puts the maximum force at 3.99 eV Å⁻¹.

CARTESIAN COORDINATES (ANGSTROEM)
Pt 2.194 0.405 3.092
C 0.316 -3.891 1.315
C 0.869 -2.873 0.621
C 0.269 -2.145 -0.549
C -0.595 -0.905 -0.290
C -1.391 -0.715 0.975
C -1.925 -1.696 1.694
C -2.181 -3.047 1.173
C -1.148 -4.217 1.317
C 0.399 0.343 3.950
H 0.934 -4.688 1.771
H 1.831 -2.506 0.959
H -0.385 -2.863 -1.089
H 1.117 -1.863 -1.224
H 0.093 -0.042 -0.321
H -1.291 -0.891 -1.140
H -1.410 0.322 1.403
H -2.235 -1.499 2.737
H -2.430 -2.945 0.107
H -3.117 -3.357 1.675
H -1.412 -4.716 2.260
H -1.420 -4.905 0.495
H 0.206 -0.741 3.948
H -0.466 0.957 3.608
H 0.882 0.661 4.875
P -1.038 2.434 -0.214
P 1.434 0.347 -2.424
N -2.896 2.463 -0.458
N -0.987 4.166 -0.312
N 0.470 -0.216 -3.796
N 2.817 0.679 -3.471
C -0.764 2.101 -2.011
C 0.716 2.057 -2.436
C -3.779 2.475 0.629
C -5.080 2.586 0.152
C -5.008 2.679 -1.269
C -3.654 2.613 -1.613
C -0.419 4.924 0.717
C -0.520 6.264 0.374
C -1.146 6.335 -0.923
C -1.467 5.030 -1.305
C 0.101 -1.557 -3.998
C -0.761 -1.620 -5.091
C -0.834 -0.297 -5.643
C -0.068 0.541 -4.838
C 3.023 0.541 -4.852
C 4.189 1.212 -5.202
C 4.741 1.767 -3.989
C 3.883 1.435 -2.951
H -1.238 2.859 -2.648
H -1.272 1.149 -2.196
H 0.796 2.506 -3.442
H 1.391 2.645 -1.795
H -3.388 2.377 1.625
H -5.969 2.608 0.757
H -5.822 2.775 -1.965
H -3.204 2.644 -2.595
H 0.005 4.395 1.565
H -0.198 7.087 0.985
H -1.326 7.221 -1.509
H -1.968 4.659 -2.193
H 0.515 -2.333 -3.366
H -1.287 -2.496 -5.435
H -1.360 0.020 -6.523
H 0.155 1.588 -4.950
H 2.330 -0.015 -5.468
H 4.593 1.293 -6.201
H 5.658 2.329 -3.894
H 3.907 1.632 -1.892
C 2.446 -1.653 3.446
C 1.965 -2.613 4.569
C 2.738 -2.635 5.735
C 2.526 -3.609 6.702
C 1.519 -4.571 6.526
C 0.694 -4.501 5.399
C 0.889 -3.512 4.433
H 3.408 -1.202 3.791
H 2.676 -2.245 2.552
H 3.503 -1.869 5.852
H 3.174 -3.648 7.572
H 1.380 -5.368 7.265
H -0.091 -5.235 5.255
H 0.195 -3.423 3.605